(1)
Computed, not measured: an isolated ion of composition C5H9ClN2O3PS and charge +1 in a non-equilibrium geometry, with ωB97M-V/def2-TZVPD.

Last column: Löwdin charge in e.
CARTESIAN COORDINATES (ANGSTROEM)
C1 3.48 0.90 0.38  -0.763
C2 -1.69 -0.53 -0.10  -0.492
C3 -0.71 1.55 -1.15  -0.046
C4 -2.33 -2.72 0.64  -0.036
C5 -0.47 0.30 -0.38  -0.253
N1 2.23 0.72 0.27  -0.079
N2 3.88 2.05 1.02  0.146
O1 -2.77 -0.02 -0.17  0.174
O2 1.05 -1.43 1.08  -0.193
O3 -1.34 -1.79 0.20  -0.109
P1 1.06 -0.39 -0.08  0.933
S1 4.89 -0.04 -0.23  0.578
Cl1 4.05 -1.84 -0.55  0.209
H1 -1.72 1.82 -0.77  0.119
H2 -0.49 1.42 -2.21  0.110
H3 0.11 2.19 -0.91  0.061
H4 -2.14 -3.10 1.63  0.090
H5 -2.51 -3.61 -0.13  0.150
H6 -3.39 -2.37 0.73  0.108
H7 3.30 2.74 1.21  0.055
H8 4.82 2.34 0.89  0.100
H9 0.21 -2.04 1.02  0.137

Properties
HOMO-LUMO gap ... 7.37 eV
Energy above the lowest of the compared OMol25 structures with the same formula, charge and spin ... 188.5 kJ/mol
Total charge ... +1
Electronic energy ... -47091.7411 eV

***

(2)
Computed, not measured: a 14-piece molecular cluster, C40H69Cl39N2OPS2 overall in a non-equilibrium geometry, with ωB97M-V/def2-TZVPD.

Last column: Löwdin charge in e.
CARTESIAN COORDINATES (ANGSTROEM)
C1 1.55 4.42 -4.28  -0.131
C2 2.21 2.95 -4.12  -0.238
C3 3.21 3.00 -2.86  -0.229
C4 3.69 1.51 -2.37  -0.181
C5 3.19 1.36 -0.86  -0.195
C6 2.73 -0.10 -0.42  -0.196
C7 1.84 -0.88 -1.49  -0.180
C8 0.69 -0.02 -2.19  -0.192
N1 -0.62 -0.45 -1.62  -0.246
C9 -0.77 -0.11 -0.17  -0.164
C10 -0.39 1.39 0.23  -0.173
C11 -1.30 2.02 1.40  -0.170
C12 -0.44 2.27 2.75  -0.196
C13 -0.80 1.24 3.92  -0.196
C14 -2.16 1.69 4.66  -0.242
C15 -2.94 0.33 5.05  -0.274
C16 -2.23 -0.26 6.39  -0.143
C17 -1.75 -0.01 -2.43  -0.948
S1 -2.17 1.56 -2.82  0.715
S2 -2.79 -1.40 -3.14  0.829
C18 -3.18 -1.04 -4.92  -0.499
C19 -4.44 -1.98 -5.30  -0.285
C20 -5.81 -1.16 -5.47  -0.343
P1 -6.05 0.22 -4.21  1.071
C21 -7.15 -0.24 -2.74  -0.310
C22 -6.23 -0.65 -1.47  -0.235
C23 -6.40 0.38 -0.24  -0.167
C24 -5.68 1.73 -0.70  -0.201
N2 -5.66 2.80 0.32  -0.139
C25 -5.27 2.31 1.68  -0.080
C26 -4.71 3.87 -0.01  -0.384
C27 -5.00 5.41 0.39  -0.021
O1 -3.61 3.67 -0.58  -0.006
H1 2.01 5.00 -5.15  0.074
H2 0.43 4.35 -4.52  0.071
H3 1.67 5.05 -3.35  -0.009
H4 1.34 2.23 -3.98  0.078
H5 2.73 2.70 -5.10  0.062
H6 2.69 3.59 -2.05  0.026
H7 4.14 3.58 -3.16  0.071
H8 3.22 0.79 -3.11  0.088
H9 4.81 1.48 -2.51  0.065
H10 4.08 1.63 -0.18  0.094
H11 2.36 2.09 -0.56  0.088
H12 2.17 -0.12 0.58  0.096
H13 3.67 -0.74 -0.25  0.110
H14 2.50 -1.40 -2.26  0.075
H15 1.32 -1.74 -0.92  0.111
H16 0.67 -0.35 -3.29  0.131
H17 0.86 1.10 -2.20  0.095
H18 -1.88 -0.24 0.09  0.121
H19 -0.20 -0.91 0.41  0.128
H20 0.69 1.42 0.63  0.081
H21 -0.40 2.10 -0.66  0.065
H22 -1.61 3.07 1.06  0.093
H23 -2.20 1.36 1.62  0.086
H24 -0.72 3.32 3.14  0.069
H25 0.68 2.32 2.56  0.099
H26 -0.98 0.22 3.44  0.107
H27 0.07 1.14 4.67  0.110
H28 -1.97 2.31 5.59  0.108
H29 -2.83 2.25 3.92  0.037
H30 -4.04 0.58 5.28  0.095
H31 -2.87 -0.46 4.24  0.050
H32 -1.34 -0.88 6.00  0.052
H33 -1.89 0.63 7.01  0.076
H34 -2.98 -0.92 6.96  0.065
H35 -2.32 -1.40 -5.59  0.096
H36 -3.40 0.06 -5.14  0.050
H37 -4.19 -2.63 -6.20  0.120
H38 -4.61 -2.71 -4.43  0.092
H39 -5.79 -0.68 -6.52  0.073
H40 -6.70 -1.88 -5.43  0.088
H41 -4.83 0.76 -3.68  -0.013
H42 -6.71 1.30 -4.90  0.044
H43 -7.75 0.70 -2.48  0.096
H44 -7.83 -1.11 -3.01  0.103
H45 -5.14 -0.52 -1.81  0.040
H46 -6.34 -1.74 -1.17  0.121
H47 -7.48 0.52 0.08  0.125
H48 -5.88 -0.14 0.64  0.112
H49 -6.30 2.14 -1.58  0.124
H50 -4.66 1.46 -1.13  0.089
H51 -6.19 1.84 2.16  0.103
H52 -4.96 3.22 2.31  0.048
H53 -4.40 1.56 1.61  0.096
H54 -6.12 5.50 0.56  0.081
H55 -4.38 5.61 1.32  0.016
H56 -4.62 6.07 -0.47  0.099
C28 4.14 0.42 -7.18  -1.534
Cl1 5.18 1.21 -5.99  0.534
Cl2 2.56 0.06 -6.47  0.513
Cl3 3.96 1.43 -8.62  0.531
H57 4.60 -0.52 -7.47  0.015
C29 -4.21 -3.37 4.99  -1.531
Cl4 -2.44 -3.30 4.98  0.557
Cl5 -4.87 -2.55 3.57  0.507
Cl6 -4.77 -5.05 5.06  0.536
H58 -4.56 -2.86 5.88  0.015
C30 5.35 -3.64 -2.67  -1.513
Cl7 6.39 -2.86 -1.48  0.495
Cl8 3.76 -4.00 -1.97  0.550
Cl9 5.17 -2.63 -4.11  0.519
H59 5.81 -4.58 -2.96  0.020
C31 -4.42 5.24 4.63  -1.485
Cl10 -5.27 3.72 4.94  0.564
Cl11 -2.88 4.93 3.80  0.583
Cl12 -5.42 6.33 3.67  0.564
H60 -4.20 5.71 5.58  0.021
C32 1.74 6.11 -0.21  -1.487
Cl13 2.15 5.64 1.45  0.523
Cl14 3.18 6.06 -1.24  0.547
Cl15 0.47 5.05 -0.85  0.566
H61 1.36 7.13 -0.20  0.019
C33 6.95 4.06 -0.42  -1.513
Cl16 5.41 4.52 0.32  0.495
Cl17 6.71 3.47 -2.07  0.568
Cl18 8.07 5.44 -0.42  0.537
H62 7.40 3.27 0.16  0.012
C34 8.46 -1.79 2.19  -1.552
Cl19 8.30 -1.65 0.44  0.494
Cl20 8.88 -3.45 2.65  0.545
Cl21 9.66 -0.66 2.81  0.522
H63 7.50 -1.55 2.64  -0.109
C35 -7.71 -2.30 -8.89  -1.526
Cl22 -7.36 -3.75 -7.95  0.528
Cl23 -8.78 -1.21 -8.00  0.517
Cl24 -6.21 -1.47 -9.33  0.531
H64 -8.22 -2.60 -9.81  0.021
C36 1.27 -6.97 -1.60  -1.557
Cl25 2.29 -8.25 -2.27  0.522
Cl26 -0.34 -7.02 -2.32  0.511
Cl27 1.17 -7.12 0.16  0.518
H65 1.73 -6.01 -1.84  -0.038
C37 6.66 -6.03 4.30  -1.539
Cl28 5.83 -4.84 5.31  0.497
Cl29 6.59 -7.64 5.04  0.503
Cl30 5.94 -6.07 2.68  0.517
H66 7.70 -5.74 4.20  -0.013
C38 5.19 0.04 4.08  -1.537
Cl31 3.43 0.21 4.14  0.531
Cl32 5.66 -1.66 4.05  0.538
Cl33 5.84 0.88 2.66  0.545
H67 5.61 0.50 4.97  -0.048
C39 3.95 -10.70 5.38  -1.536
Cl34 5.72 -10.59 5.37  0.490
Cl35 3.26 -9.90 3.96  0.514
Cl36 3.44 -12.39 5.45  0.524
H68 3.58 -10.20 6.27  0.017
C40 7.37 -0.91 7.51  -1.505
Cl37 5.61 -0.75 7.59  0.540
Cl38 7.84 -2.62 7.49  0.529
Cl39 8.01 -0.07 6.10  0.538
H69 7.79 -0.45 8.41  0.018

Properties
HOMO-LUMO gap ... 7.84 eV
Total charge ... +1
Electronic energy ... -566947.8891 eV

***

(3)
Computed, not measured: a 2-piece molecular cluster, C6H14O overall, with ωB97M-V/def2-TZVPD.

Last column: Löwdin charge in e.
CARTESIAN COORDINATES (ANGSTROEM)
C1 -2.52 0.01 -1.22  -0.068
C2 -1.12 -0.34 -0.75  -0.401
C3 -0.64 -0.24 0.70  -0.103
C4 0.04 0.56 -1.14  -0.169
C5 0.86 -0.05 -0.01  -0.318
C6 2.12 0.76 0.38  -0.076
O1 1.45 -1.48 2.22  -0.071
H1 -3.27 -0.68 -0.81  0.075
H2 -2.54 -0.07 -2.31  0.079
H3 -2.78 1.03 -0.94  0.078
H4 -0.88 -1.37 -1.07  0.143
H5 -1.02 -1.06 1.34  0.114
H6 -0.98 0.69 1.17  0.119
H7 0.63 -1.17 1.82  -0.033
H8 -0.19 1.59 -0.83  0.124
H9 0.44 0.55 -2.15  0.117
H10 1.21 -1.05 -0.32  0.133
H11 1.95 1.51 1.16  0.075
H12 2.46 1.32 -0.50  0.077
H13 2.97 0.14 0.68  0.070
H14 1.83 -0.68 2.57  0.035

Properties
HOMO-LUMO gap ... 11.75 eV
Energy above the lowest of the compared OMol25 structures with the same formula, charge and spin ... 163.2 kJ/mol
Electronic energy ... -8495.2005 eV

***

(4)
Computed, not measured: C39H46BrF3NO5PtS as an isolated structure in a non-equilibrium geometry, with ωB97M-V/def2-TZVPD.

Last column: Löwdin charge in e.
CARTESIAN COORDINATES (ANGSTROEM)
Pt1 1.27 -0.70 -1.42  1.349
C1 -1.83 0.40 5.10  -0.060
C2 -0.79 -0.75 4.97  -0.520
C3 -1.62 -2.02 4.98  -0.048
C4 0.16 -0.65 6.18  -0.033
C5 0.03 -0.80 3.63  -0.127
C6 -0.12 0.07 2.58  0.086
C7 0.48 -0.29 1.31  -0.160
N1 0.30 0.29 0.13  -0.027
C8 -0.66 1.34 -0.07  -0.166
C9 -0.46 2.61 0.37  0.037
C10 -1.39 3.61 0.08  -0.090
C11 -2.45 3.32 -0.82  0.048
C12 -2.73 2.04 -1.27  -0.042
C13 -1.83 0.95 -0.83  -0.286
O1 -1.98 -0.23 -1.19  -0.091
C14 -3.90 1.72 -2.18  -0.529
C15 -4.85 0.76 -1.43  -0.024
C16 -3.45 1.15 -3.52  -0.032
C17 -4.70 3.00 -2.46  -0.070
C18 -1.23 5.10 0.52  -0.530
C19 -0.71 5.89 -0.71  -0.023
C20 -2.59 5.64 1.00  -0.033
C21 -0.19 5.26 1.60  -0.065
C22 1.19 -1.56 1.26  -0.210
O2 1.72 -1.87 0.06  -0.237
C23 1.50 -2.28 2.38  -0.108
C24 0.89 -1.89 3.52  0.024
C25 2.52 -3.41 2.37  -0.475
C26 3.91 -2.83 1.97  -0.021
C27 2.65 -4.04 3.77  -0.051
C28 2.10 -4.53 1.36  -0.021
H1 -2.48 0.24 5.93  0.075
H2 -1.37 1.40 5.21  0.095
H3 -2.54 0.51 4.29  0.080
H4 -2.19 -2.12 5.89  0.088
H5 -2.33 -1.96 4.15  0.101
H6 -0.97 -2.91 4.90  0.090
H7 -0.36 -0.81 7.11  0.084
H8 0.95 -1.37 6.18  0.066
H9 0.64 0.35 6.21  0.100
H10 -0.73 0.96 2.58  0.109
H11 0.41 2.92 0.87  0.116
H12 -3.20 4.04 -1.15  0.098
H13 -4.35 -0.18 -1.17  0.077
H14 -5.27 1.21 -0.56  0.080
H15 -5.68 0.47 -2.07  0.090
H16 -2.95 0.20 -3.40  0.053
H17 -4.31 1.02 -4.18  0.088
H18 -2.72 1.84 -4.07  0.121
H19 -5.14 3.40 -1.56  0.087
H20 -4.12 3.76 -3.01  0.098
H21 -5.52 2.85 -3.15  0.085
H22 -1.44 5.91 -1.54  0.095
H23 -0.58 6.95 -0.45  0.093
H24 0.21 5.37 -1.01  0.086
H25 -3.38 5.77 0.27  0.079
H26 -2.99 5.00 1.74  0.076
H27 -2.48 6.62 1.41  0.078
H28 0.83 5.08 1.16  0.102
H29 -0.19 6.30 1.91  0.092
H30 -0.30 4.64 2.45  0.078
H31 1.10 -2.34 4.46  0.092
H32 4.25 -2.06 2.65  0.089
H33 4.66 -3.55 2.07  0.060
H34 3.98 -2.49 0.94  0.075
H35 3.03 -3.35 4.52  0.091
H36 1.70 -4.47 4.08  0.089
H37 3.36 -4.85 3.69  0.088
H38 2.02 -4.16 0.37  0.050
H39 2.87 -5.31 1.35  0.089
H40 1.19 -5.02 1.63  0.082
Br1 -0.68 -2.09 -2.65  1.104
C29 0.52 -3.37 -3.32  -0.516
C30 0.01 -4.54 -3.79  -0.081
C31 0.92 -5.46 -4.30  -0.014
C32 2.29 -5.16 -4.39  0.059
C33 2.81 -3.91 -3.90  -0.149
C34 4.14 -3.50 -4.11  0.073
C35 4.54 -2.26 -3.62  -0.019
C36 3.69 -1.46 -2.93  -0.066
C37 2.39 -1.82 -2.65  -0.196
C38 1.90 -3.05 -3.25  -0.194
H41 -1.05 -4.77 -3.77  0.127
H42 0.57 -6.46 -4.59  0.130
H43 2.98 -5.91 -4.73  0.119
H44 4.81 -4.20 -4.58  0.131
H45 5.56 -1.85 -3.82  0.144
H46 4.05 -0.50 -2.48  0.123
F1 1.33 2.78 -5.42  0.145
C39 2.17 1.97 -4.74  -0.636
F2 2.10 0.74 -5.25  0.126
F3 3.42 2.43 -4.89  0.144
S1 1.76 1.90 -2.94  0.550
O3 1.02 3.08 -2.63  -0.238
O4 3.02 1.61 -2.28  -0.301
O5 0.87 0.67 -2.91  -0.495

Properties
HOMO-LUMO gap (alpha / beta) ... 6.36 / 4.44 eV
2S+1 ... 5
Energy above the lowest of the compared OMol25 structures with the same formula, charge and spin ... 0.0 kJ/mol
Total charge ... +1
Electronic energy ... -145184.6027 eV

***

Q: Look up the electronic energy of the second one.
A: -566947.8891 eV

***

Q: Which of these has the lowest electronic energy?
A: C40H69Cl39N2OPS2

***

Q: Among the records above, which one has the highest electronic energy?
A: C6H14O